[1]
Entry from the OMol25 dataset: an isolated molecule of C20H21N5O2S (wB97M-V/def2-TZVPD).

CARTESIAN COORDINATES (ANGSTROEM)
O -2.520 1.319 2.438
C -2.715 2.010 1.463
C -4.083 2.655 1.233
S -4.572 2.793 -0.519
C -4.269 1.146 -0.971
N -4.537 0.620 -2.149
N -4.093 -0.644 -2.025
C -3.570 -0.833 -0.791
C -2.966 -2.040 -0.274
C -2.950 -3.231 -0.999
C -2.356 -4.357 -0.460
C -1.773 -4.305 0.796
C -1.789 -3.122 1.520
C -2.383 -1.992 0.993
N -3.677 0.295 -0.113
N -1.787 2.383 0.551
C -0.477 1.917 0.398
C 0.248 2.347 -0.708
C 1.545 1.923 -0.917
C 2.167 1.053 -0.020
N 3.498 0.662 -0.153
C 4.348 1.314 -1.126
C 5.808 1.121 -0.698
O 6.143 -0.240 -0.574
C 5.307 -0.871 0.368
C 3.837 -0.744 -0.036
C 1.427 0.628 1.089
C 0.131 1.046 1.297
H -4.834 2.069 1.765
H -4.081 3.677 1.618
H -4.177 -1.280 -2.801
H -3.406 -3.287 -1.977
H -2.349 -5.279 -1.022
H -1.310 -5.188 1.210
H -1.337 -3.081 2.500
H -2.408 -1.064 1.541
H -2.115 2.973 -0.204
H -0.212 3.017 -1.422
H 2.063 2.266 -1.799
H 4.131 2.382 -1.143
H 4.208 0.897 -2.138
H 6.483 1.537 -1.448
H 5.970 1.633 0.263
H 5.613 -1.918 0.401
H 5.452 -0.415 1.360
H 3.206 -1.226 0.707
H 3.693 -1.255 -1.004
H 1.883 -0.024 1.818
H -0.413 0.714 2.165

Results
- Total energy: -43461.947 eV
- ΔE to the lowest compared entry with this formula, charge and spin: 127.1 kJ/mol
- Lowest unoccupied orbital energy: 0.0171 hartree
- HOMO: -7.444 eV

[2]
Entry from the OMol25 dataset: a 5-piece molecular cluster, C38H68N2O10S5 overall (wB97M-V/def2-TZVPD).

CARTESIAN COORDINATES (ANGSTROEM)
C 4.057 -3.734 -1.689
C 4.239 -2.349 -2.234
O 3.859 -2.056 -3.332
O 4.868 -1.460 -1.431
C 5.881 -0.682 -2.099
C 5.466 0.787 -2.220
C 5.672 1.498 -0.882
C 4.915 2.833 -0.839
C 3.378 2.658 -0.838
C 2.723 3.281 -2.099
C 1.500 2.454 -2.620
C 0.229 3.243 -2.309
C -1.128 2.522 -2.666
C -0.976 2.116 -4.154
C -2.154 2.291 -5.139
C -3.149 1.149 -5.317
S -2.326 -0.399 -5.826
C -3.723 -1.522 -5.816
S -4.824 -1.523 -6.980
N -3.780 -2.436 -4.731
C -3.280 -3.731 -4.708
C -3.530 -4.231 -3.425
N -4.201 -3.280 -2.669
C -4.330 -2.236 -3.483
C -2.231 3.560 -2.422
O -3.538 3.132 -2.680
S -2.221 4.224 -0.699
O -3.547 4.515 -0.255
O -1.291 5.319 -0.679
O -1.539 3.057 0.178
C -1.813 1.717 -0.241
S -3.608 1.283 -0.084
C -1.074 0.829 0.793
C -1.436 1.088 2.247
C -0.649 0.131 3.188
C -1.603 -0.392 4.291
C 0.512 0.906 3.841
C -1.221 1.351 -1.641
S -2.191 -0.094 -2.234
H 4.933 -4.349 -1.866
H 3.206 -4.184 -2.195
H 3.823 -3.704 -0.631
H 6.113 -1.094 -3.079
H 6.771 -0.748 -1.470
H 6.110 1.209 -2.995
H 4.424 0.803 -2.540
H 5.309 0.878 -0.060
H 6.736 1.723 -0.785
H 5.198 3.386 0.059
H 5.246 3.427 -1.694
H 2.979 3.151 0.049
H 3.122 1.599 -0.746
H 2.352 4.256 -1.777
H 3.460 3.457 -2.880
H 1.566 1.492 -2.116
H 1.668 2.338 -3.689
H 0.227 4.177 -2.875
H 0.274 3.522 -1.258
H -0.659 1.073 -4.219
H -0.160 2.682 -4.598
H -1.706 2.433 -6.128
H -2.726 3.202 -4.967
H -3.822 1.426 -6.130
H -3.788 0.944 -4.462
H -2.800 -4.240 -5.526
H -3.257 -5.200 -3.043
H -4.799 -1.306 -3.201
H -2.051 4.448 -3.031
H -3.593 2.171 -2.743
H -3.888 1.983 1.026
H 0.007 0.922 0.641
H -1.337 -0.194 0.514
H -2.492 0.936 2.453
H -1.185 2.121 2.488
H -0.303 -0.747 2.644
H -2.479 0.246 4.417
H -1.108 -0.423 5.265
H -1.954 -1.406 4.085
H 0.192 1.917 4.089
H 1.317 0.999 3.107
H 0.844 0.418 4.746
H -0.241 0.932 -1.445
H -1.222 -0.914 -2.671
C -1.292 2.264 7.153
C 0.011 1.645 7.600
C 0.251 1.557 9.087
O 0.824 1.237 6.802
H -1.339 2.266 6.067
H -2.132 1.688 7.543
H -1.359 3.292 7.513
H -0.526 0.952 9.557
H 0.247 2.556 9.526
H 1.219 1.094 9.271
C -8.103 1.797 -3.561
C -6.853 1.127 -3.055
C -6.658 1.064 -1.564
O -6.035 0.658 -3.818
H -8.114 1.772 -4.649
H -8.984 1.275 -3.185
H -8.128 2.836 -3.230
H -7.479 0.512 -1.102
H -6.619 2.076 -1.154
H -5.719 0.560 -1.342
C 5.271 -7.305 1.884
C 4.883 -5.938 1.376
C 4.875 -4.817 2.384
O 4.590 -5.752 0.216
H 5.236 -8.018 1.064
H 6.283 -7.280 2.290
H 4.577 -7.623 2.663
H 5.871 -4.689 2.811
H 4.163 -5.038 3.183
H 4.581 -3.890 1.895
C 1.099 -3.415 3.738
C 1.729 -3.889 5.025
C 1.584 -2.991 6.228
O 2.322 -4.941 5.085
H 1.276 -4.150 2.956
H 0.023 -3.292 3.871
H 1.538 -2.462 3.437
H 0.528 -2.850 6.464
H 2.042 -2.021 6.029
H 2.080 -3.448 7.081

Results
- Total energy: -118138.144 eV
- Lowest unoccupied orbital energy: -0.0332 hartree
- HOMO: -8.521 eV

no.,gap between HOMO and LUMO (eV)
1,7.9
2,7.6